[1]
DFT (wB97M-V/def2-TZVPD) results for a molecular structure, C32H35N7Sn in a non-equilibrium geometry.

Geometry as XYZ:
```
75
Properties=species:S:1:pos:R:3:forces:R:3
Sn -0.81355 0.59790 0.63366 -0.006 -0.011 0.586
N 0.37120 -0.73454 -1.18281 0.243 0.053 -0.107
N 1.84899 -2.20537 3.53043 0.056 -0.007 -0.245
N 3.13697 -0.86698 2.05807 -0.444 0.639 -0.129
N 2.71429 -2.73148 5.62634 -0.342 -0.065 -0.112
N 2.37294 -1.09676 1.12838 1.080 -1.038 -0.243
N -2.42337 -0.79534 0.25608 0.061 -0.404 -0.104
N -2.54628 1.81574 0.14408 0.150 0.230 -0.330
C 4.74332 -1.79746 6.54058 -0.163 -0.133 -0.064
C -6.22323 -3.15566 -1.98399 0.110 0.093 -0.012
C -5.86177 5.56837 -0.84990 -0.022 -0.026 -0.013
C 3.96770 -1.25855 4.24435 0.037 -0.086 0.083
C -5.37866 -4.90797 -0.41502 -0.024 0.004 -0.025
C 2.51725 -1.42919 -0.11317 -0.601 0.658 0.247
C -2.50717 3.16320 0.11094 -0.072 -0.017 -0.002
C 1.51871 -1.45432 -3.65169 0.130 -0.001 -0.023
C -6.53655 3.61948 -2.26168 0.131 -0.124 -0.008
C -7.17645 3.70626 0.17441 0.090 -0.110 0.071
C -0.29321 -0.63832 -2.32631 -0.019 -0.073 -0.021
C -3.71271 1.18295 -0.13797 -0.019 -0.087 -0.007
C 2.22916 -1.59180 -2.45740 0.006 -0.022 -0.011
C 5.98904 -0.28696 5.07695 0.017 -0.054 0.220
C -5.73784 -3.42724 -0.54651 -0.086 -0.148 0.006
C 0.23176 -0.98725 -3.58121 -0.144 0.062 0.080
C 5.10855 -0.43961 4.05182 -0.002 0.037 -0.001
C -3.64301 -0.29736 -0.06926 0.069 0.056 0.025
C 2.94163 -1.48367 3.31774 -0.096 0.028 0.290
C -3.61203 3.92189 -0.19913 0.017 -0.008 0.024
C -3.28310 -3.01444 0.07413 -0.066 0.014 -0.030
C -4.84209 1.89024 -0.45419 -0.035 0.083 -0.004
C -4.55679 -2.52874 -0.25649 0.028 -0.031 -0.008
C -2.25858 -2.13554 0.31745 -0.132 0.145 0.045
C 5.80335 -0.96353 6.32694 0.118 0.180 -0.206
C -6.86450 -3.09765 0.45241 0.065 0.083 0.046
C 3.81212 -1.94871 5.50474 0.246 0.172 -0.101
C 1.75982 -2.82151 4.68322 0.156 -0.122 0.267
C -6.08337 4.05410 -0.85445 -0.105 0.215 -0.029
C -4.82571 3.29851 -0.49700 -0.049 -0.093 -0.021
C 1.64236 -1.22804 -1.25048 -0.105 0.039 -0.249
C -4.70156 -1.13589 -0.31976 -0.053 0.020 -0.029
H -5.05866 -5.16629 0.59670 0.011 0.005 -0.015
H -7.42769 4.18127 -2.53726 -0.001 -0.001 0.007
H -5.11750 5.87924 -1.58604 0.014 -0.005 0.025
H -6.78777 2.55768 -2.30870 -0.033 0.021 0.018
H -1.56036 3.63455 0.34553 0.023 -0.014 0.001
H -5.76231 1.37049 -0.67658 0.003 -0.001 0.021
H -7.43333 2.64489 0.16621 -0.016 0.020 -0.025
H -5.66325 -0.71746 -0.57809 0.009 -0.005 0.009
H -7.17735 -2.05317 0.40249 -0.018 -0.022 -0.028
H -4.61090 -5.21215 -1.12999 0.009 0.009 0.021
H 5.26238 0.06650 3.11004 -0.030 0.022 0.013
H -0.38151 -0.88420 -4.46672 -0.006 0.030 0.016
H -8.07975 4.26501 -0.06600 0.004 0.002 -0.004
H 3.43000 -1.98662 -0.31794 -0.032 -0.130 0.109
H 0.89797 -3.43638 4.90903 0.014 -0.020 0.009
H 2.59310 -3.26375 6.48783 -0.053 0.039 0.004
H -5.45443 -3.41115 -2.71578 -0.017 -0.020 0.003
H -6.50841 -2.11360 -2.13981 -0.044 -0.022 0.022
H -5.76374 3.81891 -3.00644 -0.032 0.048 -0.006
H 1.97334 -1.71720 -4.59828 0.000 -0.022 0.018
H -6.86838 3.97471 1.18646 -0.030 0.036 -0.014
H -3.52075 4.99790 -0.20767 0.000 -0.003 0.001
H -5.57825 5.94097 0.13649 0.023 -0.006 -0.015
H -7.73346 -3.71164 0.21909 0.011 -0.006 0.007
H -1.31377 -0.27403 -2.26251 -0.003 -0.001 -0.028
H -7.09878 -3.77154 -2.18473 0.007 -0.001 0.003
H 4.61664 -2.32117 7.48054 -0.011 0.017 -0.006
H -6.26410 -5.50354 -0.63099 -0.004 -0.010 0.007
H 6.84583 0.36397 4.95918 0.018 -0.042 0.012
H -3.09416 -4.07606 0.13687 -0.005 0.014 0.008
H -6.79595 6.05844 -1.11834 -0.007 0.012 0.004
H -6.56003 -3.31514 1.47768 -0.016 -0.007 -0.012
H 3.24542 -1.96668 -2.47415 -0.045 -0.080 -0.017
H 6.52330 -0.80287 7.12036 0.019 -0.018 -0.026
H -1.26813 -2.49089 0.57495 0.013 0.010 -0.001
```
Positions in Å, forces in eV/Å.

**Charge**: +4
**E**: -49975.3458 eV
**ΔE to the lowest compared entry with this formula, charge and spin**: 0.0 kcal/mol

***

[2]
DFT (wB97M-V/def2-TZVPD) results for a molecular structure, C32H35NO5OsSbSi in a non-equilibrium geometry.

Geometry as XYZ:
```
76
Properties=species:S:1:pos:R:3:forces:R:3
Os -7.25088 -12.68736 9.77342 0.993 -0.238 -0.923
Sb -6.04849 -15.14761 8.36527 0.880 2.024 -0.060
Si -9.26325 -11.60101 8.77725 -0.083 -0.192 -0.577
O -7.53753 -10.24162 11.11529 0.303 0.011 0.104
O -8.24106 -15.42104 12.52532 0.946 1.131 -1.758
O -5.68044 -11.60538 9.10487 -1.489 -0.803 0.277
O -8.31146 -13.82975 10.92383 -0.457 -0.418 -0.535
O -4.09536 -10.36286 9.99396 -0.215 -1.116 0.488
N -6.00441 -12.72991 11.59581 0.247 -1.806 -0.360
C -7.70973 -17.26475 9.34281 0.553 -1.392 -1.146
C -3.48861 -15.51536 4.94465 1.879 0.170 -1.130
C -9.05184 -13.27644 6.41285 1.818 1.488 0.742
C -7.56571 -19.05578 7.23309 -0.554 -0.926 1.869
C -4.75351 -11.38083 10.03235 1.229 1.663 -0.550
C -3.29915 -17.85679 10.47608 -1.460 -0.397 0.196
C -8.06613 -19.53192 8.53648 1.356 2.733 -3.770
C -10.13162 -15.33577 6.23740 1.125 -1.359 -0.245
C -6.52982 -11.81959 12.61406 0.505 -0.020 -0.128
C -4.40372 -17.31492 9.83822 -0.493 1.283 -0.468
C -7.07693 -16.87874 8.17922 -1.060 -0.877 0.561
C -3.62297 -14.37053 4.16954 -1.366 0.491 0.610
C -4.33990 -15.96757 9.39678 -0.974 -1.280 -0.463
C -7.00458 -17.78547 7.13930 1.659 0.391 -2.242
C -4.69980 -13.48319 4.52667 1.762 -0.121 -1.522
C -10.39365 -11.53129 10.27145 -0.020 0.814 0.158
C -2.10448 -15.82666 10.15488 0.484 -0.102 -0.078
C -8.80092 -10.02837 7.83065 2.087 -0.178 0.257
C -6.17940 -14.12029 12.10723 -1.119 -1.249 -2.641
C -3.15987 -15.25323 9.51080 -0.619 1.186 -1.115
C -7.69921 -14.58759 11.81702 0.546 -0.169 3.155
C -9.08121 -14.53549 5.90760 0.824 0.062 -2.795
C -2.18525 -17.11015 10.66798 1.957 0.343 0.272
C -4.62890 -12.50985 11.04696 -0.534 -0.576 -0.152
C -6.59097 -10.37915 12.17203 0.324 1.051 1.797
C -5.13078 -14.75192 6.47358 -2.509 2.291 0.718
C -4.26429 -15.68120 6.07500 1.117 -1.544 -0.110
C -10.74917 -13.86153 7.96329 -1.588 -0.179 1.784
C -9.72395 -12.98632 7.59813 -1.042 0.281 0.889
C -5.41701 -13.59610 5.66511 0.792 -2.210 1.267
C -8.08892 -18.58922 9.50141 -0.512 0.385 1.444
C -11.01592 -14.97376 7.17632 -1.496 -0.022 1.114
H -4.11253 -16.56370 6.68287 0.191 -0.103 0.017
H -7.66074 -9.83601 7.75399 -1.643 -0.621 0.171
H -3.95020 -12.36137 11.87935 0.419 0.359 -0.172
H -11.87109 -15.63905 7.26359 -0.010 0.332 0.725
H -5.31996 -17.89815 9.65541 0.655 0.231 0.285
H -3.04410 -14.26781 8.97329 -0.077 -1.026 0.779
H -1.28409 -17.53026 11.13640 -0.576 0.124 -0.086
H -6.32547 -17.41117 6.25176 -1.871 -1.247 1.320
H -10.17313 -10.59722 10.84574 -0.268 -0.774 -0.377
H -9.14740 -9.18351 8.42476 -0.457 0.232 -0.499
H -2.66306 -16.23996 4.79194 -0.708 0.522 -0.227
H -7.45324 -12.29520 12.94515 -0.482 0.660 -0.228
H -7.74004 -16.66730 10.18911 -0.267 1.279 1.432
H -4.32060 -13.42525 10.44385 -0.449 1.078 1.038
H -6.10682 -12.84655 5.95020 -0.668 0.486 0.319
H -11.40402 -13.74662 8.91120 1.304 0.148 -1.683
H -6.89773 -9.78834 13.11563 0.175 -0.649 -1.591
H -5.89742 -11.91677 13.46853 0.750 0.251 0.840
H -5.91712 -14.33296 13.12559 0.067 0.363 0.629
H -5.56371 -14.77694 11.44897 -0.256 0.292 0.593
H -8.44062 -14.84380 5.04893 -0.325 0.392 0.872
H -8.37428 -12.50159 6.03361 -0.015 -0.475 -0.016
H -8.41582 -18.88628 10.47146 -0.362 -0.085 0.667
H -10.14267 -16.33795 5.89103 -0.341 -0.679 -0.787
H -8.45721 -20.47681 8.72941 -0.362 -1.570 -0.099
H -11.44452 -11.53852 9.96966 0.027 0.275 -0.094
H -2.98473 -14.05095 3.32979 -0.335 -0.694 0.485
H -10.28538 -12.39639 10.92977 0.253 0.113 -0.102
H -5.56469 -9.98187 11.89884 -1.234 -0.530 0.188
H -4.87427 -12.65377 3.86636 -0.042 0.368 -0.113
H -7.61490 -19.72431 6.38525 0.291 0.021 -0.066
H -1.19325 -15.28310 10.15066 0.817 0.268 0.343
H -9.14772 -10.10389 6.78547 -0.235 0.402 0.612
H -7.09755 -9.79353 10.38743 0.008 0.299 -0.161
H -3.40165 -18.83367 10.89215 0.230 -0.662 0.048
```
Positions in Å, forces in eV/Å.

**Charge**: +1
**2S+1**: 5
**E**: -62352.2246 eV
**ΔE to the lowest compared entry with this formula, charge and spin**: 29.4 kcal/mol

***

[3]
DFT (wB97M-V/def2-TZVPD) results for a molecular structure, C32H36BN3O2SY.

Geometry as XYZ:
```
76
Properties=species:S:1:pos:R:3:forces:R:3
Y 0.52261 0.04082 -0.26737 0.493 -0.226 0.109
S -2.03001 1.31174 -0.56237 -0.244 0.129 -0.025
O -1.83648 -2.19395 1.37167 0.039 -0.049 -0.019
O -0.04175 -1.87743 2.72679 0.049 0.038 -0.030
N -0.29442 -0.63525 -2.39405 0.012 -0.032 -0.061
N 1.03307 1.65469 -1.89002 -0.208 -0.052 0.024
N 0.95251 2.14594 0.73199 0.180 0.053 0.050
C -0.80205 -2.80529 4.82422 -0.008 -0.006 -0.020
C 0.00614 -0.41451 -4.77684 0.140 -0.044 0.036
C -1.08684 -1.67081 -2.58937 0.057 -0.024 0.010
C 3.38454 0.06355 -0.72045 -0.025 0.031 0.019
C 1.55764 1.21504 -5.58283 -0.013 -0.024 -0.011
C 2.32633 -2.22055 0.47891 -0.032 -0.051 0.001
C -2.88791 -4.14120 2.34484 0.009 0.019 -0.002
C 1.40253 4.49904 0.44071 0.048 -0.079 0.008
C 2.94956 -0.99701 -1.50818 0.010 -0.023 -0.018
C -2.17888 -2.83083 2.63050 -0.003 -0.027 0.040
C 1.27229 2.95234 -1.51354 0.002 0.131 0.065
C -0.79194 -2.97187 3.31667 -0.024 -0.025 0.023
C 3.30071 -0.02437 0.67050 -0.016 0.064 0.001
C -2.11261 2.90882 0.26592 -0.020 0.017 -0.055
C 0.67763 0.20917 -5.85422 0.023 0.012 -0.007
C -3.35969 0.43899 0.28605 0.065 -0.070 0.021
C 1.61809 5.59051 -0.42908 -0.001 0.009 -0.026
C 1.23709 3.19982 -0.08959 -0.051 0.057 -0.045
C 2.76016 -1.15794 1.26971 0.003 0.033 0.006
C -0.06840 -4.25929 2.93871 -0.017 0.013 -0.017
C -0.86548 -1.51150 -4.95053 0.001 -0.003 0.008
C 1.73883 1.71144 -4.27528 -0.005 0.051 0.027
C 0.23736 0.03436 -3.45946 -0.134 0.081 -0.067
C 1.30932 4.64893 1.84182 -0.008 -0.010 0.002
C 1.03532 3.57332 2.64160 0.008 0.029 0.016
C -1.42562 -2.13117 -3.86801 -0.001 -0.011 -0.013
C 1.44557 4.07151 -2.31502 -0.026 -0.019 0.023
C 2.43395 -2.14587 -0.90628 -0.100 0.045 -0.070
C 1.61746 5.35994 -1.77422 0.004 0.012 0.030
C 0.85510 2.32469 2.03512 0.028 -0.005 -0.030
C -3.11573 -1.87993 3.36707 0.027 -0.002 -0.010
C 1.03158 1.21056 -3.19614 -0.042 -0.036 -0.097
B -0.62138 -1.52517 1.50769 -0.310 0.018 0.071
H -1.41791 -3.57566 5.29242 -0.004 0.001 0.001
H 0.95805 -4.20962 3.30433 0.006 0.007 0.000
H 0.51029 -0.14051 -6.86393 -0.004 0.000 -0.001
H -1.94497 2.80465 1.33677 0.005 -0.011 -0.003
H -1.34110 3.53647 -0.17161 0.004 0.071 0.000
H -1.07369 -1.85800 -5.95547 -0.005 -0.004 0.001
H 1.40614 3.98320 -3.38731 -0.006 -0.009 -0.019
H -2.09523 -2.97185 -3.97700 0.000 0.000 0.000
H -0.54522 -5.13290 3.38352 0.010 -0.003 0.006
H -3.45321 -2.30207 4.31401 -0.003 0.000 -0.003
H -1.46303 -2.16800 -1.69897 -0.017 0.006 0.000
H 0.95068 3.66834 3.71450 0.000 0.004 0.000
H -1.18307 -1.82892 5.11612 0.005 0.000 0.003
H 1.74665 6.18683 -2.46065 0.002 0.005 0.005
H -3.19944 -0.62602 0.13190 -0.064 0.008 0.001
H -3.84250 -3.93984 1.85831 -0.001 -0.004 -0.001
H -2.62431 -0.92558 3.56381 -0.006 -0.001 0.013
H 1.44552 5.63480 2.26961 -0.002 -0.002 0.007
H -3.08265 3.36544 0.08176 -0.021 -0.029 -0.002
H -2.29939 -4.78032 1.68977 -0.005 -0.005 0.001
H 2.12273 1.66756 -6.38734 -0.003 0.003 -0.001
H 3.74442 0.96971 -1.18823 0.072 -0.022 0.006
H 1.75328 6.58296 -0.02132 0.003 0.001 -0.002
H -4.32114 0.74928 -0.11583 -0.007 0.025 -0.003
H 2.63931 -1.21311 2.34321 0.006 -0.005 0.002
H -3.31232 0.63126 1.35662 0.027 -0.008 0.001
H 2.44924 2.51024 -4.13007 0.002 0.010 0.009
H -0.04842 -4.39277 1.85531 -0.007 -0.004 -0.001
H 2.08557 -2.96591 -1.52104 0.017 -0.007 -0.001
H -3.99194 -1.69619 2.74458 0.001 0.006 -0.002
H -3.08975 -4.68058 3.27234 0.003 -0.001 0.002
H 2.98025 -0.91071 -2.58679 0.056 -0.045 -0.003
H 0.21304 -2.90613 5.20875 0.001 0.001 0.006
H 1.89125 -3.09057 0.95027 0.006 -0.001 0.002
H 3.62570 0.80850 1.28031 0.024 -0.015 0.001
H 0.62096 1.44477 2.62975 -0.003 0.006 0.007
```
Positions in Å, forces in eV/Å.

**Charge**: +1
**E**: -54889.0368 eV
**ΔE to the lowest compared entry with this formula, charge and spin**: 0.0 kcal/mol